24
Properties=species:S:1:pos:R:3:forces:R:3 method="wB97M-V/def2-TZVPD" total_charge=0 multiplicity=1 homo_ev=-8.2 orbital_gap_ev=8.4
C 4.377927 -0.706777 0.304825 -0.67 -0.21 1.14
S 3.101880 -0.012703 -0.740363 -0.54 -1.06 0.47
C 2.400046 1.035300 0.574933 -0.14 1.19 -2.20
N 3.317142 0.291209 -2.117896 0.17 0.83 -0.40
O 1.958153 -1.461407 -0.553761 0.87 -0.40 0.18
C 0.692033 -1.258739 -0.631380 2.18 0.11 0.38
C -0.444906 -0.948391 -0.524335 -2.33 0.27 -0.60
C -1.772260 -0.453191 -0.353267 -1.53 0.02 -0.44
C -2.954595 -0.899458 -1.024347 0.74 -1.36 -1.45
C -4.260467 -0.382160 -0.778885 0.63 0.96 0.76
C -4.368153 0.571365 0.288464 1.23 -1.26 -1.04
C -3.206934 0.940060 0.944472 0.29 2.04 1.08
C -1.916986 0.563287 0.557881 -2.00 -0.68 0.50
H 5.092364 -1.293217 -0.289160 -0.53 -0.09 0.40
H 4.890493 0.156887 0.785764 -0.25 -0.67 -0.48
H 3.737522 -1.224883 1.099949 1.46 0.20 -1.07
H 3.382112 1.519663 0.822961 -1.59 0.05 0.61
H 1.670779 1.700188 0.049414 0.92 -0.11 0.38
H 1.791431 0.502103 1.285382 0.54 -0.43 0.62
H -2.638486 -1.706071 -1.798875 -1.47 1.41 1.16
H -5.213511 -0.549954 -1.344346 1.42 -0.48 0.32
H -5.285353 1.037324 0.596171 -0.40 -0.16 -0.11
H -3.290804 1.693201 1.781494 0.07 -0.88 -0.99
H -1.059430 0.886374 1.064911 0.92 0.71 0.77